No. 1
{"formula": "C5H10AgO3", "method": "ωB97M-V with the def2-TZVPD basis set", "elements": ["C", "O", "C", "H", "H", "H", "H", "H", "Ag", "O", "C", "C", "O", "C", "H", "H", "H", "H", "H"], "positions_angstrom": [[3.00210, -1.83699, -0.31285], [3.00778, -0.50643, 0.12784], [2.30432, 0.42469, -0.67873], [3.20120, -2.47037, 0.56120], [2.04220, -2.15029, -0.75679], [3.78063, -1.98848, -1.08649], [2.26641, 1.40565, -0.18045], [1.52137, -0.00841, -1.33040], [4.18802, 0.76652, -2.00682], [-3.89142, -0.59387, 1.47492], [-2.81822, -0.08195, 1.67631], [-1.97607, 0.51554, 0.56676], [-0.76835, 1.05651, 1.04132], [0.27067, 0.18591, 1.20919], [-2.39942, 0.01704, 2.70488], [-2.55192, 1.33465, 0.10941], [-1.80435, -0.24932, -0.20999], [0.97864, 0.52790, 1.96664], [0.02530, -0.88242, 1.21252]], "forces_ev_per_a": [[-0.0535, -1.6115, -0.5404], [-1.6266, 2.8510, -1.4184], [1.7575, -1.8400, 1.4132], [0.0784, 0.2451, -0.3472], [0.1896, 0.3318, 0.2426], [-0.1967, 0.0077, 0.4626], [-0.2468, -0.5664, -0.4865], [0.4945, 0.5589, 0.4268], [-0.1584, 0.1202, -0.0098], [0.8493, 0.3383, 0.0097], [-0.7252, -0.2670, 0.3425], [-0.5423, -0.1518, -0.7275], [1.0197, -0.2294, 0.1586], [-0.9492, 0.0296, 0.8788], [-0.0304, -0.0403, -0.2197], [0.2020, -0.2421, 0.1485], [-0.0406, 0.1912, 0.2099], [-0.0536, 0.0308, -0.3689], [0.0324, 0.2439, -0.1748]], "homo_energy_ev": [-11.0, -12.6], "total_charge": 1, "gap_ev": [5.617, 5.855], "e_above_lowest_kj_mol": 0.00, "spin_multiplicity": 3, "lumo_energy_ha": [-0.1978, -0.2471]}

=====

No. 2
{"formula": "C37H41N6ReSb", "method": "ωB97M-V with the def2-TZVPD basis set", "elements": ["Re", "C", "C", "N", "C", "C", "C", "C", "C", "C", "C", "N", "C", "C", "C", "C", "C", "C", "C", "C", "N", "C", "H", "H", "H", "H", "H", "H", "H", "H", "H", "H", "H", "H", "C", "N", "C", "C", "C", "C", "C", "C", "C", "N", "C", "C", "C", "C", "C", "C", "N", "C", "C", "H", "H", "H", "H", "H", "H", "H", "H", "H", "H", "H", "H", "H", "H", "H", "H", "H", "H", "H", "H", "C", "Sb", "C", "C", "H", "H", "H", "H", "H", "H", "H", "H", "H"], "positions_angstrom": [[-0.52754, 0.24795, -0.26138], [-2.28039, 3.65036, 1.91217], [-2.00053, 2.40938, 1.32687], [-0.79940, 1.85354, 1.29281], [0.22009, 2.49819, 1.96714], [0.04564, 3.81450, 2.45413], [-1.24662, 4.38347, 2.41715], [1.14624, 4.52309, 2.98993], [2.36867, 3.92651, 3.08809], [2.51431, 2.57058, 2.74008], [1.46732, 1.85794, 2.22441], [1.56497, 0.45858, 1.98083], [2.71763, -0.07154, 1.32565], [3.74492, -0.58080, 2.07218], [4.93651, -1.03682, 1.47966], [5.09519, -0.91224, 0.13295], [4.05313, -0.39083, -0.67256], [4.25424, -0.20491, -2.05827], [3.25172, 0.32551, -2.81174], [2.01936, 0.56878, -2.19302], [1.75062, 0.36531, -0.91498], [2.80900, -0.02564, -0.10233], [-3.29512, 4.02190, 1.90336], [-2.78244, 1.85620, 0.82420], [-1.40108, 5.38029, 2.81044], [0.99298, 5.53890, 3.33010], [3.21448, 4.46586, 3.49052], [3.45822, 2.07174, 2.91831], [3.63914, -0.60290, 3.15053], [5.72770, -1.43848, 2.09686], [6.02248, -1.20078, -0.34486], [5.21010, -0.46653, -2.49437], [3.36705, 0.52450, -3.86743], [1.19587, 0.91766, -2.79562], [-0.30237, -1.27861, -3.16075], [-1.10246, -1.27089, -1.92055], [-1.21435, -2.69468, -1.49248], [-2.48399, -0.80876, -2.15119], [-3.10560, -0.82273, -3.38695], [-4.44443, -0.45644, -3.48466], [-5.14603, -0.08468, -2.35000], [-4.51476, -0.04769, -1.11196], [-3.18063, -0.41481, -0.99889], [-2.38896, -0.31728, 0.16532], [-2.65480, -1.03368, 1.33974], [-3.92550, -1.38298, 1.79873], [-4.07784, -2.08038, 2.98581], [-2.97386, -2.44692, 3.74287], [-1.70524, -2.13241, 3.28293], [-1.55023, -1.43989, 2.09174], [-0.21227, -1.16423, 1.54300], [0.47953, -2.45778, 1.26861], [0.60630, -0.42368, 2.58898], [-0.67974, -2.02312, -3.86407], [0.72201, -1.54669, -2.91217], [-0.32984, -0.30159, -3.63559], [-1.72968, -3.26605, -2.26704], [-1.78634, -2.75775, -0.57084], [-0.21571, -3.10356, -1.35488], [-2.57625, -1.12903, -4.27836], [-4.93403, -0.47360, -4.44848], [-6.18679, 0.20048, -2.42435], [-5.06136, 0.30403, -0.24741], [-4.80423, -1.11943, 1.22970], [-5.07311, -2.33741, 3.32222], [-3.09638, -2.98438, 4.67232], [-0.83904, -2.44883, 3.85152], [0.76788, -2.94428, 2.20208], [1.37205, -2.28035, 0.67073], [-0.19187, -3.12284, 0.74370], [-0.07747, 0.16298, 3.19532], [0.68757, 0.48219, 0.72319], [1.09969, -1.16080, 3.22452], [0.02854, 4.01361, -1.42680], [-1.09358, 2.29446, -1.97299], [-3.06496, 3.07082, -1.98983], [-0.81050, 2.29779, -4.08358], [-0.18217, 4.83188, -2.11292], [1.09395, 3.78694, -1.44900], [-0.24607, 4.31245, -0.41546], [-3.06236, 3.98802, -2.57699], [-3.41841, 3.29169, -0.98585], [-3.72593, 2.34140, -2.45470], [-1.04581, 3.29843, -4.44364], [-1.49723, 1.58888, -4.54420], [0.21120, 2.05955, -4.37460]], "forces_ev_per_a": [[0.0720, -0.0446, -0.0078], [0.0224, 0.0479, 0.0250], [-0.0155, -0.0017, -0.0082], [-0.0502, -0.0584, -0.0366], [0.0430, 0.0101, 0.0167], [-0.0010, 0.0391, 0.0187], [-0.0191, -0.0702, -0.0246], [0.0394, -0.0059, 0.0063], [-0.0316, 0.0152, -0.0041], [0.0223, -0.0037, 0.0138], [-0.1141, -0.0301, -0.0557], [0.1543, -0.0339, 0.0376], [-0.0127, 0.0123, -0.0140], [0.0291, -0.0124, 0.0127], [-0.0037, 0.0001, -0.0044], [-0.0240, 0.0079, 0.0176], [0.0381, -0.0136, -0.0139], [-0.0299, 0.0103, -0.0071], [0.0076, -0.0141, 0.0220], [-0.0007, 0.0149, 0.0177], [-0.0092, -0.0060, -0.0332], [-0.0139, -0.0168, -0.0067], [-0.0003, -0.0023, -0.0009], [0.0088, -0.0066, -0.0036], [0.0046, 0.0037, 0.0008], [0.0074, 0.0005, 0.0016], [-0.0009, 0.0029, 0.0036], [-0.0035, -0.0061, -0.0078], [-0.0061, 0.0009, -0.0021], [-0.0031, 0.0027, 0.0045], [-0.0028, 0.0030, -0.0094], [0.0014, -0.0001, 0.0016], [-0.0013, 0.0019, -0.0006], [0.0097, 0.0127, -0.0002], [-0.0217, -0.0107, 0.0047], [0.0032, 0.0103, 0.0072], [0.0126, 0.0171, -0.0095], [0.0205, -0.0099, 0.0230], [0.0275, 0.0041, 0.0057], [-0.0325, 0.0039, 0.0251], [0.0174, -0.0109, -0.0163], [-0.0482, 0.0224, -0.0005], [0.0028, -0.0159, -0.0330], [0.0622, 0.0348, -0.0095], [-0.0248, -0.0170, 0.0190], [-0.0708, -0.0127, 0.0103], [0.0283, -0.0038, 0.0027], [0.0084, 0.0153, -0.0145], [-0.0259, -0.0074, 0.0096], [0.0776, -0.0197, 0.0170], [-0.0692, 0.0124, 0.0320], [-0.0114, 0.0143, -0.0110], [-0.0967, -0.0324, -0.0127], [-0.0128, -0.0013, 0.0008], [-0.0004, 0.0069, -0.0011], [0.0045, -0.0039, 0.0005], [0.0010, -0.0004, -0.0022], [-0.0037, -0.0064, 0.0057], [-0.0072, 0.0028, 0.0023], [0.0008, -0.0027, -0.0055], [-0.0002, 0.0033, -0.0005], [-0.0002, -0.0028, -0.0130], [0.0371, -0.0004, 0.0044], [0.0262, 0.0000, 0.0037], [0.0014, -0.0022, 0.0044], [-0.0042, -0.0015, -0.0008], [0.0032, 0.0030, -0.0007], [0.0029, 0.0006, 0.0056], [0.0019, -0.0080, -0.0025], [0.0059, 0.0038, -0.0015], [0.0171, 0.0207, -0.0125], [-0.0569, 0.1128, 0.0187], [0.0145, 0.0072, 0.0041], [0.0067, -0.0134, 0.0063], [-0.0060, 0.0377, -0.0004], [-0.0059, 0.0012, -0.0080], [0.0055, 0.0004, -0.0111], [-0.0068, -0.0046, -0.0043], [-0.0016, 0.0023, 0.0005], [0.0005, 0.0020, -0.0031], [0.0080, -0.0018, -0.0020], [-0.0060, -0.0090, 0.0062], [-0.0028, 0.0053, 0.0095], [-0.0014, -0.0019, -0.0019], [0.0051, -0.0004, -0.0032], [-0.0019, -0.0028, -0.0070]], "homo_energy_ev": [-12.2, -12.9], "total_charge": 2, "gap_ev": [6.572, 6.860], "e_above_lowest_kj_mol": 138.54, "spin_multiplicity": 2, "lumo_energy_ha": [-0.2086, -0.2217]}

=====

No. 3
{"formula": "CH2N4O", "method": "ωB97M-V with the def2-TZVPD basis set", "elements": ["H", "N", "C", "N", "N", "N", "O", "H"], "positions_angstrom": [[2.15527, -1.04747, 0.00425], [1.79226, -0.06215, -0.04830], [0.52196, -0.09084, 0.04360], [-0.44821, 0.92241, -0.01369], [-1.65976, 0.39086, -0.02597], [-1.64840, -0.84699, -0.02223], [-0.35369, -1.17715, 0.00205], [-0.35943, 1.91134, 0.06030]], "forces_ev_per_a": [[-0.3930, 1.2863, -0.1400], [-1.1303, -1.2397, 0.6531], [-0.9118, 0.2712, -1.0833], [1.3584, -1.1200, 0.2442], [-2.5580, 1.1555, -0.0416], [0.0212, 1.7487, 0.0417], [3.4230, -2.4564, 0.3112], [0.1906, 0.3545, 0.0147]], "homo_energy_ev": -9.8, "total_charge": 0, "smiles": "[H]/N=c1/[nH]nno1", "gap_ev": 10.584, "e_above_lowest_kj_mol": 164.74, "lumo_energy_ha": 0.0306}